(1)
C16H21F16O3P | ωB97M-V with the def2-TZVPD basis set

Geometry as XYZ:
```
57
Properties=species:S:1:pos:R:3:forces:R:3
O 5.95244 -2.60371 -0.69021 -1.203 1.267 -0.385
C 5.89279 -1.46205 -1.61441 0.413 -0.668 0.214
C 7.00876 -0.39811 -1.18215 -0.499 -0.046 0.681
C 6.48098 1.09282 -0.95330 0.926 0.360 0.152
C 5.78319 1.77211 -2.23203 0.762 -0.003 0.105
P 3.91365 1.55433 -2.10493 -0.069 0.560 -0.321
C 2.96975 3.13379 -1.67906 -0.575 0.233 -0.253
C 1.98264 2.92485 -0.40324 0.358 0.818 -0.788
C 0.52772 2.55609 -0.94133 0.831 1.802 -0.986
F -0.00398 3.77786 -1.47322 1.045 -2.449 0.819
F 0.68458 1.68858 -2.04505 -0.673 0.923 1.816
C -0.50138 2.07469 0.17911 0.130 1.972 1.084
F -0.00257 2.63890 1.39920 -0.768 -1.048 -2.524
F -1.71953 2.72333 -0.04576 2.113 -2.067 0.390
C -0.59005 0.50278 0.41896 0.143 -0.970 3.158
F 0.61762 -0.17822 0.07028 -2.535 1.738 -0.008
F -0.65025 0.33844 1.83663 -0.063 0.418 -3.106
C -1.90705 -0.23322 -0.10833 -1.064 -2.725 2.228
F -3.10422 0.30306 0.47695 3.507 -0.806 -2.085
F -1.81367 -1.55708 0.47080 0.184 3.177 -1.475
C -2.01614 -0.49153 -1.67408 -1.308 -2.097 -1.185
F -2.77307 -1.69108 -1.81116 1.467 2.825 0.308
F -0.80222 -0.75390 -2.33128 -1.859 0.924 1.734
C -2.80022 0.59279 -2.53586 -2.186 0.178 -2.950
F -2.12658 1.79905 -2.73521 -1.344 -2.411 1.079
F -2.93384 0.02252 -3.83433 0.568 1.203 2.791
F -4.13247 0.80008 -2.12066 3.750 -0.193 -0.459
H 5.11123 -2.55881 -0.17965 1.079 -0.375 -0.410
H 6.09279 -1.87644 -2.66326 -0.330 0.705 1.435
H 4.82114 -1.08273 -1.56429 1.364 -0.104 -0.299
H 7.41450 -0.75893 -0.16704 -0.605 0.492 -1.590
H 7.88021 -0.42557 -1.90978 -1.140 0.246 0.809
H 5.79960 1.19695 -0.03227 0.940 -0.382 -1.316
H 7.40833 1.72891 -0.70680 -1.445 -0.884 -0.376
H 6.19789 1.31710 -3.20264 -0.908 0.559 1.387
H 6.05783 2.88977 -2.26398 -0.825 -1.610 0.053
H 3.39332 1.00659 -3.33947 0.311 0.317 0.971
H 3.58939 0.60765 -1.05984 0.310 0.652 -0.854
H 2.35223 3.43810 -2.59938 0.965 -0.524 1.309
H 3.72182 3.97152 -1.51345 -0.886 -1.207 0.010
H 2.43355 2.15814 0.30076 -0.907 0.988 -0.671
H 1.91783 3.96500 0.08102 -0.061 -1.844 -0.414
C -5.14989 -2.28430 1.62693 -0.250 -0.241 -0.306
C -4.44746 -2.66079 2.92108 0.231 0.273 0.265
O -4.97790 -2.01860 4.06265 0.001 0.901 -0.809
C -6.17273 -2.57715 4.69142 0.381 -2.165 0.599
O -6.02549 -3.85732 4.94455 -0.730 0.724 -0.246
C -7.49532 -2.24594 3.90899 0.618 0.167 -0.116
F -7.46414 -0.97914 3.40138 -0.228 0.056 -0.128
F -8.57492 -2.27721 4.72837 0.252 -0.110 -0.108
F -7.77343 -3.06388 2.87214 -0.157 0.054 0.206
H -5.40836 -1.22242 1.61140 0.081 -0.033 0.048
H -4.51016 -2.50637 0.76561 0.065 0.007 0.003
H -6.06776 -2.85656 1.49697 0.044 0.119 -0.021
H -3.41376 -2.30112 2.84583 0.044 0.044 0.154
H -4.37944 -3.74662 3.04001 -0.316 -0.001 0.162
H -6.26777 -1.90698 5.56641 0.050 0.259 0.219
```
Forces are in eV/Å.

Computed properties:
electronic energy: -75834.845 eV
HOMO-LUMO gap: 2.307 eV

The computed Löwdin charges, all in e, follow:
1. O -0.101
2. C -0.235
3. C -0.168
4. C -0.257
5. C -0.320
6. P 1.068
7. C -0.293
8. C -0.100
9. C -0.313
10. F 0.056
11. F 0.035
12. C -0.216
13. F 0.075
14. F 0.122
15. C -0.186
16. F 0.076
17. F 0.098
18. C -0.167
19. F 0.115
20. F 0.081
21. C -0.215
22. F 0.105
23. F 0.101
24. C -0.330
25. F 0.116
26. F 0.092
27. F 0.129
28. H 0.097
29. H 0.131
30. H 0.078
31. H 0.133
32. H 0.121
33. H 0.114
34. H 0.125
35. H 0.114
36. H 0.107
37. H 0.055
38. H 0.044
39. H 0.115
40. H 0.106
41. H 0.123
42. H 0.153
43. C -0.094
44. C -0.291
45. O -0.125
46. C -0.535
47. O -0.187
48. C -0.540
49. F 0.080
50. F 0.101
51. F 0.099
52. H 0.069
53. H 0.050
54. H 0.060
55. H 0.092
56. H 0.109
57. H 0.129



(2)
C3H8N4S | ωB97M-V with the def2-TZVPD basis set

Geometry as XYZ:
```
16
Properties=species:S:1:pos:R:3:forces:R:3
H -1.39439 -2.81779 1.57532 -0.765 -1.055 -0.362
N -0.92009 -1.98824 1.83230 0.939 1.148 0.063
C -0.58383 -1.33265 0.80245 -0.242 0.148 -0.597
N -0.84968 -1.58804 -0.53782 0.423 1.187 -0.879
N -1.82425 -2.56283 -0.79381 0.425 -0.884 -1.055
S 0.40764 0.11991 1.10441 -0.076 0.033 -0.134
N 0.34535 0.83874 -0.43622 0.416 0.779 0.156
C 0.97205 1.94942 -0.60440 -0.169 -1.512 0.643
C 1.79755 2.65838 0.40971 -0.043 -0.325 0.499
H -0.71961 -0.78093 -1.22890 -0.199 -1.558 1.638
H -2.70261 -2.10227 -1.01866 0.102 -0.383 -0.202
H -1.50838 -3.23127 -1.55905 -0.644 1.447 1.357
H 0.93941 2.32005 -1.60088 -0.120 0.457 -0.753
H 1.18973 2.91823 1.28319 0.060 -0.073 -0.007
H 2.63895 2.04134 0.76359 -0.322 -0.024 -0.090
H 2.21215 3.55795 0.00877 0.216 0.615 -0.276
```
Forces are in eV/Å.

Computed properties:
energy above the lowest of the compared OMol25 structures with the same formula, charge and spin: 149.6 kJ/mol
electronic energy: -20034.686 eV
SMILES: [H]/N=C(\NN)S/N=C\C
HOMO-LUMO gap: 9.549 eV

The computed Löwdin charges, all in e, follow:
1. H 0.014
2. N 0.054
3. C -0.764
4. N -0.138
5. N -0.012
6. S 0.964
7. N -0.318
8. C -0.312
9. C -0.118
10. H 0.125
11. H 0.081
12. H 0.112
13. H 0.092
14. H 0.076
15. H 0.084
16. H 0.060



(3)
C4H10N2O | ωB97M-V with the def2-TZVPD basis set

Geometry as XYZ:
```
17
Properties=species:S:1:pos:R:3:forces:R:3
N 0.34283 0.49016 -0.16392 -0.419 0.453 0.638
N -0.49575 1.62397 -0.06192 0.496 -0.066 0.689
C 0.96691 -0.07367 1.06939 -0.042 3.270 1.026
C 0.42392 0.15398 2.29241 0.262 -1.229 -1.470
O 1.38399 0.77671 -1.07498 -0.185 -0.013 0.426
H 0.90683 1.23287 -1.78752 0.021 -0.174 0.011
H -0.29938 2.07712 0.83058 -0.133 0.132 -0.295
H -1.45667 1.29317 -0.07593 0.077 -0.058 -0.117
H 2.04187 -0.15663 0.95833 -0.122 -0.596 -0.140
H -0.63827 0.32204 2.42710 0.058 0.369 -0.051
H 0.98916 -0.10813 3.17659 0.025 -0.019 -0.079
C -0.57368 -1.02936 -0.68131 1.731 -2.876 2.033
C -0.78717 -1.24263 -2.00571 0.242 0.407 0.059
H -1.72876 -1.66223 -2.33470 -0.202 0.635 -0.033
H -1.40359 -1.09460 0.01835 -0.396 0.174 -0.112
H 0.33368 -1.51969 0.15107 -1.563 0.203 -2.615
H -0.00593 -1.08307 -2.73783 0.148 -0.611 0.030
```
Forces are in eV/Å.

Computed properties:
energy above the lowest of the compared OMol25 structures with the same formula, charge and spin: 836.8 kJ/mol
electronic energy: -9330.315 eV
HOMO-LUMO gap: 7.209 eV

The computed Löwdin charges, all in e, follow:
1. N -0.364
2. N 0.106
3. C -0.172
4. C 0.036
5. O 0.001
6. H 0.108
7. H 0.088
8. H 0.091
9. H 0.118
10. H 0.062
11. H 0.060
12. C -0.245
13. C -0.124
14. H 0.018
15. H 0.075
16. H 0.127
17. H 0.016



(4)
C6H14NO | ωB97M-V with the def2-TZVPD basis set

Geometry as XYZ:
```
22
Properties=species:S:1:pos:R:3:forces:R:3
C 0.70651 -2.23419 -1.17302 -0.510 -0.009 0.225
N 0.67760 -1.11098 -0.22836 0.048 -0.365 0.559
C -0.38907 -0.14315 -0.45266 -0.063 0.562 0.286
C -1.83833 -0.67649 -0.03693 0.069 -0.567 -0.571
O -1.95618 -2.02531 -0.07392 0.152 0.395 -0.044
C 0.00388 1.25158 0.15626 -0.320 0.039 -0.085
C 1.45895 1.64083 -0.12336 0.319 -0.468 -0.669
C -0.23579 1.39869 1.66786 0.496 -0.305 -0.094
H -0.22363 -2.30149 -1.72876 -0.126 0.171 -0.234
H 0.71070 -3.19381 -0.64724 0.361 0.136 0.058
H 1.56103 -2.15429 -1.84831 0.150 -0.051 -0.065
H 0.49231 -1.50175 0.69354 -0.047 -0.079 -0.241
H -0.45954 0.04822 -1.52564 0.267 -0.201 -0.216
H -2.50062 -0.14109 -0.78145 -0.066 0.035 0.241
H -2.13482 -0.27396 0.95127 0.087 0.265 0.132
H -0.62132 1.98141 -0.37169 -0.214 -0.003 0.181
H 1.79444 2.48134 0.49172 -0.063 -0.023 -0.015
H 1.64509 1.89262 -1.18263 -0.257 0.050 0.264
H 2.08874 0.75820 0.04979 -0.059 0.274 0.255
H -0.18848 2.44886 1.96249 -0.013 0.066 0.010
H 0.58134 0.88399 2.19196 -0.143 0.015 0.072
H -1.17280 0.97078 2.00907 -0.067 0.061 -0.048
```
Forces are in eV/Å.

Computed properties:
energy above the lowest of the compared OMol25 structures with the same formula, charge and spin: 83.1 kJ/mol
electronic energy: -9985.763 eV
charge: -1
SMILES: CN[C@@H](C[O-])C(C)C
HOMO-LUMO gap: 6.289 eV

The computed Löwdin charges, all in e, follow:
1. C -0.155
2. N -0.101
3. C -0.326
4. C -0.469
5. O -0.361
6. C -0.389
7. C -0.119
8. C -0.097
9. H 0.057
10. H 0.068
11. H 0.050
12. H 0.100
13. H 0.120
14. H 0.078
15. H 0.057
16. H 0.119
17. H 0.058
18. H 0.068
19. H 0.058
20. H 0.061
21. H 0.075
22. H 0.045